A 11-piece molecular cluster, C44H121N11O11 overall. Source: the Open Molecules 2025 dataset; level of theory: ωB97M-V/def2-TZVPD.

Values from the calculation:
* strongest force on any atom: 3.3 eV Å⁻¹
* relative energy (zero: lowest compared OMol25 entry of this formula, charge and spin): 97.2 kcal per mole
* orbital gap: 8.44 eV
* molar mass: 980.518 g/mol
* SMILES string: COC[C@H](C)N.COC[C@H](C)N.COC[C@H](C)N.COC[C@H](C)N.COC[C@H](C)N.COC[C@H](C)N.COC[C@H](C)N.COC[C@H](C)N.COC[C@H](C)N.COC[C@H](C)N.COC[C@H](C)N
* electronic energy: -86495.017 eV

ORCA input file:
```
! RIJCOSX wB97M-V def2-TZVPD def2/J DEFGRID3
* xyz 0 1
C -5.11763 -2.71193 -0.60701
O -4.22237 -2.33199 0.49626
C -4.98241 -2.05905 1.68036
C -4.07079 -1.51099 2.78872
C -3.14010 -2.58727 3.17785
N -4.78792 -1.03110 4.06601
H -4.60836 -2.72196 -1.57067
H -6.03185 -2.12999 -0.72377
H -5.40073 -3.73939 -0.37833
H -5.75909 -1.32927 1.45168
H -5.54804 -2.94436 1.97086
H -3.62080 -0.61077 2.37012
H -2.57093 -2.96433 2.32815
H -3.62828 -3.44789 3.63513
H -2.38651 -2.20702 3.86750
H -5.52088 -0.37209 3.84559
H -4.30023 -0.61329 4.84556
C -3.73601 2.81603 -4.82175
O -2.44802 3.09781 -4.36274
C -2.35805 4.10742 -3.34862
C -0.91462 4.46111 -3.02503
C -0.02896 3.45957 -2.36317
N -0.87480 5.71595 -2.17953
H -3.61396 2.19798 -5.71125
H -4.12365 3.79144 -5.11570
H -4.49126 2.32210 -4.21041
H -2.75533 5.04099 -3.74701
H -2.92648 3.91414 -2.43888
H -0.39439 4.54354 -3.97933
H 1.01511 3.76908 -2.41021
H -0.08278 2.54205 -2.94914
H -0.31661 3.18864 -1.34732
H -1.35771 6.45494 -2.67023
H 0.07298 6.03351 -2.03477
C -3.06774 -6.05814 1.59085
O -2.03876 -6.10898 0.63361
C -2.04132 -4.97709 -0.20057
C -0.91501 -4.93376 -1.25028
C 0.41089 -4.89633 -0.46196
N -1.02516 -3.77714 -2.10797
H -3.03275 -6.88257 2.30302
H -3.99194 -5.93397 1.02647
H -3.08016 -5.15808 2.20553
H -2.97464 -5.02849 -0.76127
H -1.95760 -4.07049 0.39873
H -0.83683 -5.80071 -1.90631
H 0.59733 -5.92813 -0.16410
H 0.31430 -4.23269 0.39731
H 1.25248 -4.55295 -1.06355
H -1.91141 -3.92423 -2.56951
H -0.39448 -3.83819 -2.89449
C -3.72785 -5.16760 -4.12800
O -2.97604 -3.95420 -4.06368
C -3.52123 -3.01008 -4.93942
C -2.85520 -1.70616 -4.76585
C -3.09363 -0.97272 -3.40597
N -3.17298 -0.72496 -5.78565
H -4.74388 -4.98963 -3.77571
H -3.36672 -5.89214 -3.39812
H -3.67055 -5.66318 -5.09713
H -3.36606 -3.34123 -5.96624
H -4.60137 -2.89510 -4.84898
H -1.78905 -1.91451 -4.85540
H -4.14403 -0.74556 -3.22386
H -2.50622 -0.05454 -3.40493
H -2.78160 -1.48760 -2.49733
H -3.12560 -1.26052 -6.64065
H -2.44024 -0.03597 -5.87775
C 5.19585 -1.24646 1.60138
O 6.64072 -1.28302 1.57283
C 7.33413 -0.28922 0.78656
C 8.86496 -0.54648 0.74979
C 9.69981 0.34718 -0.20242
N 9.15429 -1.92496 0.49921
H 4.78488 -1.03925 0.61332
H 4.86736 -0.42291 2.23538
H 4.81309 -2.18797 1.99527
H 7.01390 -0.48236 -0.23728
H 6.94015 0.65661 1.15845
H 9.23929 -0.35785 1.75597
H 9.29908 1.36070 -0.21953
H 9.66778 -0.00242 -1.23433
H 10.77063 0.47418 -0.04332
H 8.54818 -2.39239 1.15817
H 8.71961 -2.15660 -0.38255
C 4.59923 -2.47125 5.05889
O 4.59977 -1.94025 6.39453
C 3.78271 -2.65423 7.37142
C 2.29866 -2.95230 7.03901
C 1.43644 -1.76586 6.78338
N 1.65532 -3.69531 8.10366
H 3.59850 -2.54997 4.63411
H 4.97920 -3.49255 5.03296
H 5.27050 -1.88543 4.43095
H 4.22216 -3.62340 7.60740
H 3.95718 -2.05811 8.26713
H 2.32233 -3.62199 6.17933
H 0.48179 -2.06776 6.35257
H 1.91598 -1.05622 6.10918
H 1.17289 -1.29197 7.72894
H 2.22183 -4.51037 8.29032
H 1.80878 -3.20488 8.97316
C 0.12434 1.84912 2.82390
O -0.00394 3.26314 2.77957
C -0.50612 3.77215 1.51620
C -0.65672 5.33297 1.72279
C -1.35434 5.77573 2.98371
N -1.38909 5.91900 0.61500
H 0.62742 1.55856 3.74618
H 0.69465 1.43451 1.99267
H -0.86675 1.39572 2.84011
H 0.23880 3.53808 0.75568
H -1.51399 3.39160 1.35042
H 0.35337 5.74244 1.71083
H -0.78427 5.46864 3.86053
H -2.33176 5.30062 3.06750
H -1.53834 6.85002 2.97201
H -1.00040 5.56440 -0.24714
H -2.29284 5.46855 0.63572
C 3.70024 0.83490 -1.41746
O 4.26228 1.85922 -0.63297
C 3.29312 2.86883 -0.36120
C 3.87089 4.11939 0.29788
C 4.21809 3.85183 1.79781
N 2.92368 5.19757 0.31190
H 3.03966 0.16854 -0.86275
H 4.53352 0.23839 -1.78883
H 3.23301 1.28901 -2.29130
H 2.86702 3.18834 -1.31223
H 2.53468 2.44854 0.29927
H 4.74405 4.53329 -0.20647
H 3.35794 3.60856 2.42156
H 4.64274 4.62463 2.43855
H 4.99779 3.10977 1.96961
H 3.26131 5.93094 0.91875
H 2.09367 4.92457 0.81852
C 1.03755 -1.83510 2.44861
O 0.46489 -0.87317 1.59770
C 0.24370 -1.38057 0.30403
C -0.30767 -0.28493 -0.54228
C -1.73938 0.15463 -0.21543
N -0.23018 -0.64481 -1.91894
H 1.08203 -1.36010 3.42866
H 2.07529 -2.05079 2.19428
H 0.51710 -2.79067 2.51281
H 1.20727 -1.68675 -0.10327
H -0.41552 -2.24713 0.35511
H 0.41013 0.53362 -0.48892
H -2.08093 0.97551 -0.84598
H -1.93311 0.43382 0.82024
H -2.41803 -0.69433 -0.29782
H 0.68976 -0.97882 -2.16844
H -0.76001 -1.50322 -1.96902
C -4.30498 3.48334 0.58539
O -3.92796 4.87314 0.70004
C -4.99434 5.69394 1.21859
C -4.84172 7.11994 0.68105
C -4.69055 7.18088 -0.83761
N -3.70527 7.82822 1.16873
H -4.48860 2.84569 1.45014
H -3.47911 2.97936 0.08336
H -5.14446 3.31317 -0.08872
H -5.98341 5.30074 0.98354
H -4.81725 5.73565 2.29329
H -5.68818 7.74456 0.96648
H -3.86071 6.59693 -1.23569
H -4.61714 8.20973 -1.18999
H -5.58945 6.70210 -1.22599
H -2.91614 7.27496 1.47085
H -3.29057 8.40134 0.44786
C 0.41828 -5.31407 -4.62306
O 0.55310 -3.98237 -4.18227
C 1.69682 -3.42357 -4.71171
C 2.10766 -2.20526 -3.90964
C 3.47155 -1.62182 -4.40236
N 2.32653 -2.46380 -2.51675
H 1.30017 -5.92916 -4.44412
H 0.10531 -5.42574 -5.66118
H -0.45047 -5.74328 -4.12390
H 2.50644 -4.15002 -4.64171
H 1.58494 -3.17267 -5.76652
H 1.31982 -1.45734 -3.99911
H 3.65477 -0.67153 -3.90089
H 3.36929 -1.36676 -5.45715
H 4.31859 -2.30770 -4.38850
H 3.05103 -3.15481 -2.38365
H 1.51855 -2.97422 -2.19006
*
```

=====

A 2-piece molecular cluster, C2H5FS overall. Source: the Open Molecules 2025 dataset; level of theory: ωB97M-V/def2-TZVPD.

Values from the calculation:
* strongest force on any atom: 1.3 eV Å⁻¹
* relative energy (zero: lowest compared OMol25 entry of this formula, charge and spin): 22.7 kcal per mole
* orbital gap: 10.43 eV
* molar mass: 80.127 g/mol
* SMILES string: C=CF.S
* electronic energy: -15706.372 eV

ORCA input file:
```
! RIJCOSX wB97M-V def2-TZVPD def2/J DEFGRID3
* xyz 0 1
C -1.14349 -0.96839 1.35226
C 0.03515 -0.48435 1.00304
F 1.07811 -0.45283 1.84817
H -1.95301 -0.97309 0.63676
H -1.32157 -1.36942 2.34467
H 0.28309 -0.06690 0.02970
S -0.04774 0.75568 -1.85150
H 1.07567 1.07647 -2.51159
H -0.37333 2.03390 -1.64088
*
```

=====

A 9-piece molecular cluster, C32H36BF8N3O26 overall. Source: the Open Molecules 2025 dataset; level of theory: ωB97M-V/def2-TZVPD.

Values from the calculation:
* strongest force on any atom: 0.8 eV Å⁻¹
* orbital gap: 8.88 eV
* molar mass: 1041.431 g/mol
* SMILES string: CN(C)B(O)[C@H](C#N)[C@H](C#N)CC=O.O=C1OC[C@@H](F)O1.O=C1OC[C@@H](F)O1.O=C1OC[C@@H](F)O1.O=C1OC[C@@H](F)O1.O=C1OC[C@@H](F)O1.O=C1OC[C@@H](F)O1.O=C1OC[C@@H](F)O1.O=C1OC[C@@H](F)O1
* electronic energy: -113891.711 eV

ORCA input file:
```
! RIJCOSX wB97M-V def2-TZVPD def2/J DEFGRID3
* xyz 0 1
C 2.98670 -0.98634 -0.52355
N 2.30089 -1.97348 -1.35689
C 2.47101 -3.34616 -0.86194
B 0.92146 -1.68917 -1.68980
O 0.44891 -2.02081 -2.92553
C -0.14272 -1.09223 -0.64367
C -0.21402 -1.88512 0.56913
N -0.31179 -2.51539 1.52879
C -1.52354 -0.82799 -1.26043
C -2.28475 0.13935 -0.47400
N -2.88319 0.89545 0.15270
C -2.34907 -2.10047 -1.55133
C -3.00554 -2.72083 -0.34311
O -3.94502 -2.21615 0.22543
H 3.20964 -0.10023 -1.10020
H 3.95143 -1.36424 -0.19081
H 2.43814 -0.72141 0.39133
H 1.63715 -3.97144 -1.18349
H 3.37855 -3.80103 -1.25648
H 2.49943 -3.37568 0.22857
H 1.18942 -1.89826 -3.53726
H 0.27898 -0.12751 -0.34320
H -1.33628 -0.34626 -2.22018
H -3.14756 -1.82023 -2.23948
H -1.71820 -2.81577 -2.07327
H -2.57923 -3.66873 0.02519
O 4.84629 0.34195 -2.48785
C 4.99132 1.48266 -2.77434
O 4.54736 2.51811 -2.02614
C 5.05978 3.73054 -2.59101
C 5.32832 3.32076 -4.02178
F 6.39630 3.96442 -4.55011
O 5.63142 1.93771 -3.88389
H 5.98200 4.00815 -2.07929
H 4.33880 4.53384 -2.49202
H 4.47971 3.43281 -4.69392
O -1.76108 0.61323 6.48960
C -1.44784 0.77200 5.35765
O -2.29794 0.97698 4.33251
C -1.52646 1.27284 3.15919
C -0.19486 0.64617 3.50376
F 0.85844 1.33890 2.97695
O -0.15660 0.75982 4.91244
H -1.43950 2.35424 3.04408
H -1.97883 0.85203 2.26827
H -0.09969 -0.40384 3.22189
O 4.24794 0.31401 7.88777
C 3.15117 0.17136 8.30877
O 2.12073 -0.37669 7.62364
C 1.00380 -0.50462 8.51270
C 1.32211 0.53579 9.56127
F 0.88559 0.18003 10.79350
O 2.73903 0.55284 9.55243
H 0.99153 -1.50739 8.94187
H 0.07019 -0.31926 7.98687
H 0.95162 1.53622 9.33281
O 3.19916 5.26725 -0.46760
C 3.34752 4.68488 0.56132
O 2.50901 4.74978 1.60993
C 2.93864 3.78517 2.58715
C 4.39892 3.61562 2.22980
F 4.84326 2.36242 2.45755
O 4.39052 3.86218 0.82822
H 2.39022 2.85843 2.44986
H 2.77355 4.16100 3.59249
H 5.07490 4.32331 2.71179
O 0.63049 0.79050 -3.11171
C 0.73034 1.95258 -3.36587
O 0.12040 2.92580 -2.67574
C 0.53872 4.19450 -3.21141
C 0.97605 3.80456 -4.60355
F 2.02231 4.55663 -5.03770
O 1.42106 2.45632 -4.41346
H 1.36549 4.57962 -2.61904
H -0.28115 4.90596 -3.19833
H 0.18239 3.81027 -5.35042
O -0.33443 -9.03374 3.51772
C -0.22637 -7.94746 3.06524
O -0.71738 -6.81567 3.62423
C -0.25595 -5.69464 2.86038
C 0.04068 -6.33573 1.52349
F 1.08097 -5.74777 0.88181
O 0.40366 -7.65222 1.88850
H 0.64854 -5.28833 3.31387
H -1.01304 -4.91841 2.80980
H -0.81135 -6.37697 0.84204
O -1.66477 3.72218 -6.20379
C -1.96842 2.81555 -6.91167
O -2.90525 1.89382 -6.61819
C -3.08980 1.05969 -7.77084
C -1.77604 1.24429 -8.49990
F -1.91724 1.18927 -9.84118
O -1.40710 2.56300 -8.11855
H -3.92475 1.43632 -8.36202
H -3.28404 0.03330 -7.47480
H -0.98701 0.55391 -8.19797
O -10.38167 -3.06674 0.19023
C -9.36698 -2.47698 0.04641
O -8.17468 -3.04272 -0.26264
C -7.22618 -1.99551 -0.49874
C -7.83934 -0.84126 0.26027
F -7.59189 0.35355 -0.32878
O -9.22481 -1.12580 0.17545
H -7.18027 -1.78196 -1.56801
H -6.24046 -2.27153 -0.13953
H -7.54795 -0.78365 1.30981
*
```

=====

A 2-piece molecular cluster, C44H52N6O6 overall. Source: the Open Molecules 2025 dataset; level of theory: ωB97M-V/def2-TZVPD.

Values from the calculation:
* strongest force on any atom: 3.3 eV Å⁻¹
* orbital gap: 3.39 eV
* molar mass: 760.936 g/mol
* SMILES string: CC(C)(C)c1cccc(C(C)(C)C)c1N1C=CN(c2c(C(C)(C)C)cccc2C(C)(C)C)C1=Cc1ccccc1.O=[N+]([O-])c1cc([N+](=O)[O-])c2no[n+]([O-])c2c1
* electronic energy: -67684.711 eV

ORCA input file:
```
! RIJCOSX wB97M-V def2-TZVPD def2/J DEFGRID3
* xyz 0 1
C 0.92310 -2.35406 -3.44012
C 1.60473 -2.80606 -2.15801
C 0.60785 -3.67529 -1.39345
C 2.81567 -3.66760 -2.55549
C 2.09713 -1.65642 -1.24668
C 2.81195 -2.00814 -0.10592
C 3.50541 -1.03895 0.60947
C 3.49427 0.29786 0.20042
C 2.77158 0.69920 -0.92620
C 2.99702 2.10929 -1.54244
C 1.82741 3.06758 -1.26838
C 3.24654 1.98833 -3.04877
C 4.24219 2.78757 -0.93712
C 1.86402 -0.26816 -1.45411
N 0.53090 0.14077 -1.75813
C 0.07960 0.92942 -2.80467
C -1.18403 1.29711 -2.53639
N -1.60781 0.62694 -1.38898
C -2.96719 0.71304 -0.90396
C -3.22999 1.39800 0.31407
C -2.35130 2.55704 0.89707
C -2.98587 3.07165 2.19264
C -2.33841 3.68929 -0.13638
C -0.92974 2.18098 1.28884
C -4.46821 1.16794 0.92779
C -5.54397 0.69604 0.19553
C -5.34600 0.35330 -1.13006
C -4.05921 0.20364 -1.66813
C -4.04438 -0.43976 -3.09041
C -5.21859 -1.42835 -3.23823
C -2.79205 -1.23289 -3.42391
C -4.27661 0.67295 -4.11678
C -0.51770 -0.06082 -0.86783
C -0.36435 -0.64643 0.38475
C -1.49583 -1.28352 1.02923
C -2.42877 -2.00364 0.24819
C -3.66501 -2.37563 0.77374
C -3.96672 -2.11185 2.12083
C -3.01114 -1.49873 2.93322
C -1.76945 -1.14910 2.41345
H 1.53440 -1.65890 -4.02340
H 0.73790 -3.24570 -4.05612
H -0.05604 -1.91033 -3.24123
H 1.05092 -4.14625 -0.50801
H -0.23920 -3.06367 -1.05719
H 0.22360 -4.46571 -2.05514
H 3.31232 -4.11496 -1.68552
H 2.49946 -4.48391 -3.22037
H 3.55444 -3.06641 -3.10255
H 2.82383 -3.04790 0.24028
H 4.10798 -1.33749 1.46351
H 4.02770 1.03883 0.79619
H 1.49160 3.00500 -0.22210
H 2.13783 4.11188 -1.44495
H 0.97144 2.89139 -1.92629
H 4.08097 1.30286 -3.23404
H 2.37678 1.59289 -3.57071
H 3.48184 2.96914 -3.48308
H 5.10405 2.11359 -0.93684
H 4.50682 3.67188 -1.53264
H 4.06424 3.12337 0.08967
H 0.67637 1.14441 -3.67666
H -1.82446 1.96692 -3.08182
H -3.01228 2.28269 2.95539
H -2.39396 3.89826 2.59911
H -3.99956 3.44662 2.02209
H -1.88528 3.37958 -1.08823
H -3.37169 3.99335 -0.35060
H -1.78965 4.55763 0.25416
H -0.30237 1.91979 0.43437
H -0.44977 3.03980 1.78742
H -0.92605 1.34278 1.99666
H -4.65461 1.43886 1.96644
H -6.53458 0.62707 0.64929
H -6.23240 0.15871 -1.73650
H -6.18250 -0.91567 -3.32675
H -5.09619 -2.01629 -4.15673
H -5.26807 -2.12224 -2.39057
H -1.93817 -0.59246 -3.64467
H -2.53739 -1.93068 -2.61937
H -2.97819 -1.83022 -4.32832
H -3.48068 1.42383 -4.10693
H -4.32939 0.25258 -5.12848
H -5.22254 1.19155 -3.91553
H 0.61855 -0.63359 0.83835
H -2.15927 -2.23865 -0.78111
H -4.39300 -2.86204 0.12370
H -4.93949 -2.40898 2.52475
H -3.22638 -1.29205 3.98581
H -0.97415 -0.77440 3.05469
O 1.45816 -2.95222 4.68270
N 1.73690 -1.95686 3.98784
O 1.11266 -1.66094 2.94150
C 2.81359 -1.09811 4.39103
C 3.59145 -1.49737 5.50490
C 4.71503 -0.76016 5.89142
N 5.43249 -1.11784 7.10757
O 6.19140 -0.31152 7.67237
O 5.20899 -2.26706 7.55474
C 5.07854 0.39273 5.08384
N 6.23079 1.11571 5.11389
O 6.07577 2.06070 4.10921
N 4.84548 1.90005 3.44401
O 4.51246 2.67985 2.55762
C 4.21996 0.78029 4.01972
C 3.08337 0.06477 3.62209
H 3.32704 -2.40298 6.04196
H 2.52315 0.36168 2.73548
*
```

=====

> Look up the electronic energy of the third one.

-113891.711 eV

=====

> Number 4 is which compound?

C44H52N6O6